*A*
C7H13N in the gas phase, computed with ωB97M-V/def2-TZVPD.

```
21
Properties=species:S:1:pos:R:3:mulliken_charge:R:1
C -0.15518 -0.58260 0.71753 1.0089
C -0.79961 -0.50869 2.06705 -1.6837
C -0.03365 -1.94054 0.10006 -1.6098
C 0.79827 -0.03337 -2.09655 -1.4643
C 0.01053 0.60748 -0.98252 0.8886
C 0.92677 1.54737 1.08117 -0.7161
C -0.90169 1.56355 -1.23681 -1.2192
N 0.63140 0.47840 0.36031 0.1518
H -0.05637 -0.57934 2.87382 0.3035
H -1.34360 0.43022 2.19250 0.3871
H -1.49242 -1.33691 2.20842 0.4519
H -0.81398 -2.07906 -0.65099 0.3062
H -0.19344 -2.73285 0.84335 0.4509
H 0.94091 -2.15769 -0.33853 0.3484
H 1.84553 -0.14768 -1.82658 0.3340
H 0.40629 -1.01513 -2.35979 0.2530
H 0.76795 0.60403 -2.98157 0.4830
H 0.87595 1.50859 2.15384 0.3194
H 1.14922 2.46637 0.57012 0.3493
H -1.19117 1.78365 -2.25156 0.3269
H -1.37171 2.12419 -0.44327 0.3301
```

Output
* HOMO level (spin up / spin down): -6.29 / -6.28 eV
* multiplicity: 1
* gap between HOMO and LUMO (spin up / spin down): 7.23 / 7.25 eV
* lowest unoccupied orbital energy (spin up / spin down): 0.938 / 0.965 eV

=====

*B*
C7H13N in the gas phase, computed with ωB97M-V/def2-TZVPD.

```
21
Properties=species:S:1:pos:R:3:mulliken_charge:R:1
H -4.30048 0.67041 0.39580 0.2434
N -3.44493 0.20056 0.69747 -0.5340
C -2.39477 0.52208 0.08328 -0.2900
C -0.92520 -0.17507 0.62781 0.2903
C -1.04190 -1.05575 1.60101 -1.0203
C 0.08489 0.21800 -0.32420 0.3657
C 0.05550 -0.57365 -1.62231 -1.2794
C 1.57829 -0.07158 0.50979 -0.6673
C 2.66747 0.78984 -0.10083 -1.2624
H -2.37283 1.20978 -0.78079 0.3310
H -0.20242 -1.56077 2.04859 0.3155
H -2.03072 -1.21958 2.00933 0.3721
H 0.06740 1.29454 -0.51038 0.3462
H 0.04238 -1.64256 -1.41964 0.3257
H 0.93236 -0.34699 -2.22641 0.3540
H -0.83678 -0.32051 -2.19331 0.3780
H 1.80000 -1.13176 0.39283 0.3424
H 1.46864 0.15231 1.57098 0.4050
H 2.43994 1.84815 0.02822 0.3251
H 2.78376 0.59340 -1.16593 0.2850
H 3.62940 0.59917 0.37869 0.3741
```

Output
* HOMO level: -9.26 eV
* multiplicity: 1
* SMILES: [H]/N=C/C(=C)[C@H](C)CC
* gap between HOMO and LUMO: 10.30 eV
* lowest unoccupied orbital energy: 1.041 eV

=====

What is the stability order? It is *B*, *A*, from most stable to least stable.